1.
35
Properties=species:S:1:pos:R:3:mulliken_charge:R:1 method="wB97M-V/def2-TZVPD" lumo_energy_ev=-16.17 e_above_lowest_kcal_mol=50.1 total_charge=+3 multiplicity=1
In -6.5561 -2.5535 0.3800 1.000
C 0.0638 -0.4517 -7.1415 -0.543
O -0.6626 -0.8096 -5.9782 -0.244
P -0.7915 0.2455 -4.7348 1.042
O -1.5354 -0.2539 -3.5466 -0.479
O -1.3483 1.5912 -5.4766 -0.195
C -1.2651 2.7603 -4.7165 -0.626
O 0.7298 0.6752 -4.4150 -0.162
C 1.6985 -0.2275 -3.9124 -0.601
H 0.6099 -1.3145 -7.5228 0.278
H 0.7758 0.3278 -6.8702 0.349
H -0.5995 -0.2704 -7.9872 0.298
H -0.5085 3.4578 -5.0758 0.301
H -1.2272 2.6066 -3.6381 0.356
H -2.2181 3.2778 -4.8263 0.298
H 1.9137 -0.1405 -2.8474 0.289
H 2.6225 -0.0087 -4.4476 0.298
H 1.4095 -1.2617 -4.0997 0.340
C 0.4553 1.5284 3.2239 -0.654
O 0.8655 0.2691 3.7234 -0.196
P -0.1400 -0.5821 4.7131 1.097
O -1.5616 -0.7240 4.2784 -0.501
O 0.0885 0.1093 6.1905 -0.194
C 1.3432 0.2664 6.8362 -0.534
O 0.6436 -2.0074 4.8852 -0.222
C -0.0627 -3.0587 5.5822 -0.639
H 0.6574 2.3668 3.8904 0.319
H -0.5717 1.5311 2.8587 0.345
H 1.0427 1.7613 2.3357 0.266
H 2.1277 -0.1638 6.2137 0.343
H 1.3112 -0.1412 7.8467 0.298
H 1.5514 1.3315 6.9381 0.314
H 0.3875 -3.4255 6.5047 0.321
H -0.1793 -3.9411 4.9530 0.299
H -1.0698 -2.7703 5.8830 0.342



2.
23
Properties=species:S:1:pos:R:3:mulliken_charge:R:1 method="wB97M-V/def2-TZVPD" lumo_energy_ev="-3.59 / -7.70" s2=2.009 total_charge=+1 multiplicity=3
C -2.3373 2.2587 -1.6157 -0.207
C 2.5183 -1.4026 -0.6510 -0.872
C 2.9325 0.5240 0.8238 -0.976
N -0.4092 -1.6415 0.2893 -0.297
N -0.1927 1.0437 0.0519 -0.269
N -2.6621 -0.0520 0.1464 -0.246
N 2.0307 -0.5492 0.4228 0.170
O -2.8697 1.6805 -2.4967 -0.163
F -2.5099 -2.2982 -1.0480 -0.216
F -2.7690 -2.3183 1.2858 -0.207
F 0.3423 -0.1192 2.2491 -0.285
F -2.4321 2.5818 1.1266 -0.407
P -1.9624 -1.5503 0.2013 0.717
P 0.4559 -0.3304 0.6769 0.767
P -1.7191 1.2990 -0.1187 0.789
H -2.1828 3.3436 -1.5317 0.419
H 1.7565 -2.1362 -0.9002 0.318
H 2.7755 -0.8191 -1.5373 0.331
H 3.4113 -1.9209 -0.3016 0.314
H 3.2184 1.1438 -0.0289 0.330
H 2.4483 1.1512 1.5705 0.347
H 3.8301 0.0833 1.2582 0.357
H -3.6734 0.0284 0.1272 0.287



3.
14
Properties=species:S:1:pos:R:3:mulliken_charge:R:1 method="wB97M-V/def2-TZVPD" lumo_energy_ev=-3.83 smiles="[NH3+]C1(C(=O)Cl)CC1" e_above_lowest_kcal_mol=8.4 total_charge=+1 multiplicity=1
N 0.0919 -1.4835 -0.2327 -0.222
C -0.0512 -0.0356 -0.0590 0.182
C -1.7432 0.5364 -0.1081 0.550
O -2.0021 1.6740 -0.0615 -0.341
Cl -2.8199 -0.8029 -0.2281 -0.127
C 0.7940 0.6823 0.9428 -0.604
C 0.9820 0.9308 -0.5254 -0.632
H -0.2937 -1.9816 0.5826 0.375
H 1.0914 -1.7178 -0.3219 0.385
H -0.4175 -1.8062 -1.0669 0.366
H 1.5426 0.1242 1.4840 0.284
H 0.3250 1.4533 1.5331 0.255
H 0.6332 1.8700 -0.9237 0.252
H 1.8674 0.5566 -1.0154 0.276



4.
47
Properties=species:S:1:pos:R:3:mulliken_charge:R:1 method="wB97M-V/def2-TZVPD" lumo_energy_ev="-2.55 / -2.67" e_above_lowest_kcal_mol=53.4 s2=6.382 total_charge=0 multiplicity=5
Mn 0.4155 1.7452 0.5608 0.105
I 3.8733 1.0150 5.7137 0.144
C 2.3927 1.0694 4.2787 -0.111
C 2.0046 2.2832 3.7605 -0.503
C 0.9673 2.2770 2.8340 0.859
I 0.4395 3.9676 1.6947 0.207
C 0.2779 1.0825 2.4648 0.683
O -0.8603 1.1726 1.6633 -0.781
C 0.8235 -0.1476 2.9033 0.249
C 0.3616 -1.4254 2.2759 -1.045
N 0.3774 -1.2934 0.8214 0.179
C -0.5066 -2.2781 0.1861 -0.948
C -1.2045 -1.8372 -1.0792 0.757
C -1.2355 -2.6852 -2.1823 -0.700
C -1.9086 -2.2791 -3.3209 -0.381
C -2.5673 -1.0630 -3.3004 -0.511
C -2.5081 -0.3050 -2.1417 -0.402
N -1.8203 -0.6599 -1.0618 -0.194
C 1.8458 -0.1332 3.8150 -0.703
H 2.5006 3.2015 4.0320 0.424
H -0.6653 -1.6390 2.5700 0.484
H 1.0015 -2.2312 2.6524 0.277
H 1.3197 -1.4254 0.4732 0.067
H -1.3025 -2.5093 0.8954 0.296
H 0.0388 -3.2056 -0.0170 0.233
H -0.7270 -3.6411 -2.1402 0.348
H -1.9063 -2.8911 -4.2149 0.417
H -3.0882 -0.6866 -4.1664 0.419
H -3.0390 0.6369 -2.0781 0.471
H 2.2652 -1.0747 4.1446 0.379
N 2.0781 -0.2356 -2.1448 -0.273
C 3.2680 0.6244 -2.1545 -0.414
C 4.0763 0.4060 -0.8941 -0.653
C 3.3423 0.5714 0.4294 0.291
O 3.7204 -0.1010 1.3812 -0.631
O 2.4138 1.4730 0.4954 -0.296
H 2.3662 -1.2001 -2.0081 0.232
H 1.6111 -0.2059 -3.0448 0.083
H 2.9457 1.6644 -2.1924 0.091
H 3.8966 0.4480 -3.0347 0.403
H 4.8969 1.1283 -0.8500 0.311
H 4.5193 -0.5907 -0.8995 0.298
Se -1.8788 3.5835 -4.6185 -0.351
Sb 0.2514 3.0383 -3.5685 0.947
Se 0.6131 1.4539 -5.3935 -0.439
Se 2.0442 4.5469 -4.2648 -0.277
Se 0.3687 2.6485 -1.2019 -0.039



5.
78
Properties=species:S:1:pos:R:3:mulliken_charge:R:1 method="wB97M-V/def2-TZVPD" lumo_energy_ev=-4.34 total_charge=0 multiplicity=1
C 7.0283 0.5124 -2.1623 -0.640
O 6.5813 1.8366 -1.8868 -0.244
C 5.3094 1.9213 -2.4724 -0.228
C 4.5784 3.2054 -2.2588 -0.595
C 3.2887 2.9636 -3.0131 -0.561
C 2.2862 4.1052 -2.7638 -1.020
C 1.6145 3.8559 -1.3843 -0.526
C 0.1227 3.5841 -1.4803 0.334
C -0.5499 3.4736 -0.0980 -1.591
C -1.5200 2.2585 -0.0904 0.021
C -2.9237 2.5198 0.6777 -0.291
C -3.9154 1.2438 0.8914 -1.834
C -4.5427 0.5888 -0.4805 2.853
C -3.8824 -0.9207 -0.6811 -0.625
C -2.4835 -1.0288 -1.4110 -1.246
C -2.0019 -2.4011 -1.4144 -0.667
C -2.8527 -3.3575 -0.7947 -0.360
N -4.0048 -3.2103 -0.2325 -0.571
C -4.5427 -1.9787 -0.1568 -0.779
O -5.9394 0.4249 -0.3068 -0.401
C -6.3892 0.2068 -1.5915 0.737
O -7.4438 -0.2205 -1.9057 -0.488
O -5.4139 0.6220 -2.5045 -0.333
C -4.6041 1.4632 -1.7353 -1.160
I -6.1609 3.2349 -1.2281 -0.206
H 6.1477 -0.1157 -2.1896 0.307
H 7.6498 0.4263 -3.0572 0.248
H 7.6695 0.1860 -1.3489 0.289
H 5.3848 1.6620 -3.5367 0.402
H 4.7438 1.1391 -1.9594 0.096
H 4.2728 3.2723 -1.2165 0.286
H 5.1150 4.1143 -2.5193 0.495
H 2.9227 2.0350 -2.5458 0.058
H 3.4366 2.7613 -4.0774 0.611
H 1.5559 4.1892 -3.5754 0.461
H 2.8220 5.0429 -2.6677 0.450
H 1.8005 4.6885 -0.7120 0.349
H 2.0525 2.9624 -0.9419 0.523
H 0.0324 2.6573 -2.0595 -0.840
H -0.3465 4.3526 -2.0929 0.362
H 0.1899 3.4018 0.6901 0.521
H -1.1602 4.3708 -0.0426 0.380
H -1.0029 1.3330 0.3473 0.699
H -1.7610 2.0454 -1.1720 0.056
H -2.6465 2.8659 1.6969 0.284
H -3.3917 3.3570 0.1762 0.238
H -3.4032 0.4182 1.4664 1.062
H -4.7432 1.5882 1.5165 0.359
H -1.8991 -0.1333 -1.8569 0.715
H -1.0610 -2.6492 -1.8728 0.485
H -2.4640 -4.3670 -0.8317 0.437
H -5.4986 -1.8402 0.3203 0.529
H -3.6988 1.8344 -2.2012 0.513
F 3.7002 -2.5459 0.3179 -0.266
Al 4.4592 -1.0740 0.4011 0.376
F 6.1399 -1.2425 0.4794 -0.369
F 3.9083 -0.1393 1.6893 -0.362
F 4.1095 -0.2084 -1.0732 -0.563
Na 0.7815 1.6316 -3.6749 0.811
B 2.4814 -4.7951 2.7012 0.694
F 2.1257 -5.7715 3.6782 -0.406
F 3.7588 -5.0880 2.2209 -0.377
F 1.5400 -4.8421 1.6492 -0.413
F 2.4540 -3.5260 3.3103 -0.447
O -4.0931 -4.6174 2.7167 -0.610
H -4.2022 -4.4839 1.7676 0.327
H -3.3601 -5.2387 2.7886 0.224
Na -7.7285 4.3927 -2.9759 0.726
Cs -1.9647 -0.0921 0.4804 1.111
Br -2.1571 -5.9914 7.6997 -0.191
C -0.4510 -5.7104 6.7868 -0.604
C -0.4860 -4.5201 5.8725 -0.500
Br -1.4305 -4.8973 4.2264 -0.092
H -0.2244 -6.6290 6.2573 0.365
H 0.2744 -5.5584 7.5817 0.385
H 0.5254 -4.2607 5.5580 0.240
H -0.9635 -3.6567 6.3242 0.432
F 6.4448 2.3631 -0.0360 -0.444



6.
19
Properties=species:S:1:pos:R:3:mulliken_charge:R:1 method="wB97M-V/def2-TZVPD" lumo_energy_ev=-5.27 e_above_lowest_kcal_mol=45.1 total_charge=+1 multiplicity=1
C -2.7936 0.4026 -1.6533 -1.126
C -1.3514 1.0536 -1.6146 -0.447
C -0.5576 0.2608 -0.5858 -0.271
C -0.0280 0.9068 0.4687 -0.249
N 1.0858 0.3073 1.1629 0.107
C 1.4166 0.6633 2.3414 -0.104
H -2.6263 -0.6467 -1.8949 0.347
H -3.2949 0.4653 -0.6936 0.335
H -3.3695 0.9255 -2.4178 0.330
H -0.8085 0.9174 -2.5478 0.308
H -1.5116 2.0786 -1.2842 0.334
H -0.6959 -0.8159 -0.6688 0.343
H -0.2281 1.9505 0.6923 0.287
H 1.4092 -0.4556 0.5543 0.269
H 1.2940 1.7012 2.6397 0.252
H 2.0598 0.0328 2.9537 0.284
H 2.6837 -3.3310 0.2153 0.313
H 1.2587 -3.1335 -0.3204 0.310
O 2.0017 -2.6755 0.0917 -0.623



Number 1: calculated total energy -46613.2383 eV. Number 2: calculated total energy -49980.4525 eV. Number 3: calculated total energy -20313.2129 eV. Number 4: calculated total energy -342919.9841 eV. Number 5: calculated total energy -223345.6810 eV. Number 6: calculated total energy -8908.6727 eV.